{
  "formula": "C56H55N5OS4SbTcTe",
  "method": "ωB97M-V/def2-TZVPD",
  "total_energy_ha": -4697.29593,
  "orbital_gap_ev": [4.0, 4.0],
  "total_charge": 2,
  "symbols": ["Tc", "C", "S", "C", "S", "N", "N", "C", "C", "C", "C", "C", "C", "N", "H", "H", "H", "H", "H", "H", "H", "H", "S", "C", "N", "C", "C", "C", "C", "H", "H", "H", "H", "H", "S", "Sb", "C", "C", "C", "C", "C", "C", "C", "C", "C", "C", "C", "C", "C", "C", "C", "C", "C", "C", "H", "H", "H", "H", "H", "H", "H", "H", "H", "H", "H", "H", "H", "H", "H", "C", "C", "C", "C", "C", "C", "Te", "N", "C", "O", "C", "C", "C", "C", "C", "C", "C", "C", "C", "C", "C", "C", "C", "C", "C", "C", "C", "C", "H", "H", "H", "H", "H", "H", "H", "H", "H", "H", "H", "H", "H", "H", "H", "H", "H", "H", "H", "H", "H", "H", "H", "H", "H", "H", "H"],
  "coordinates": [[-1.218, 0.071, 0.517], [-5.137, -3.009, -1.476], [-3.419, -3.434, -1.884], [-2.489, -2.200, -1.106], [-3.269, -0.862, -0.324], [-1.195, -2.377, -1.109], [-0.478, -1.553, -0.336], [0.715, -1.939, 0.057], [1.431, -1.021, 0.864], [2.715, -1.252, 1.382], [3.360, -0.248, 2.065], [2.734, 0.994, 2.196], [1.445, 1.141, 1.728], [0.791, 0.158, 1.113], [-5.724, -3.903, -1.666], [-5.484, -2.200, -2.110], [-5.218, -2.725, -0.432], [1.089, -2.917, -0.209], [3.181, -2.211, 1.224], [4.341, -0.413, 2.483], [3.231, 1.831, 2.656], [0.908, 2.078, 1.823], [-2.393, 1.710, 2.053], [-3.591, 2.646, 1.309], [-4.355, 3.434, 2.108], [-5.338, 4.231, 1.646], [-5.601, 4.296, 0.308], [-4.823, 3.516, -0.567], [-3.853, 2.686, -0.074], [-4.162, 3.397, 3.104], [-5.882, 4.802, 2.382], [-6.392, 4.920, -0.071], [-4.987, 3.575, -1.632], [-3.266, 2.060, -0.729], [-1.448, -1.257, 2.501], [-0.707, -0.244, 4.483], [0.506, -1.942, 5.028], [-0.078, -3.175, 4.768], [0.642, -4.338, 4.979], [1.943, -4.269, 5.447], [2.514, -3.039, 5.723], [1.798, -1.869, 5.519], [-2.473, -0.185, 5.679], [-3.728, -0.161, 5.093], [-4.853, -0.163, 5.902], [-4.714, -0.187, 7.279], [-3.454, -0.210, 7.854], [-2.326, -0.211, 7.054], [0.234, 1.713, 4.672], [1.601, 1.832, 4.837], [2.170, 3.094, 4.915], [1.376, 4.223, 4.825], [0.002, 4.092, 4.709], [-0.576, 2.835, 4.640], [-1.095, -3.229, 4.397], [0.184, -5.294, 4.779], [2.503, -5.176, 5.613], [3.522, -2.985, 6.104], [2.248, -0.918, 5.765], [-3.828, -0.146, 4.014], [-5.835, -0.152, 5.454], [-5.592, -0.193, 7.906], [-3.346, -0.231, 8.926], [-1.338, -0.238, 7.494], [2.229, 0.955, 4.892], [3.237, 3.192, 5.045], [1.825, 5.204, 4.854], [-0.618, 4.974, 4.675], [-1.649, 2.730, 4.552], [2.009, -3.444, -8.770], [1.562, -2.765, -7.520], [2.221, -1.637, -7.039], [1.833, -1.001, -5.870], [2.575, 0.225, -5.436], [0.745, -1.518, -5.158], [0.172, -0.623, -3.305], [-0.894, 1.431, -0.586], [-0.710, 2.750, -0.706], [-0.377, 3.392, 0.294], [-0.864, 3.355, -2.042], [-1.370, 2.620, -3.114], [-1.428, 3.193, -4.369], [-1.015, 4.505, -4.553], [-0.541, 5.247, -3.481], [-0.457, 4.672, -2.229], [2.103, -0.755, -2.427], [2.724, 0.383, -1.907], [2.109, 1.747, -1.938], [3.982, 0.249, -1.332], [4.644, -0.967, -1.285], [6.000, -1.089, -0.671], [4.004, -2.082, -1.817], [2.736, -2.005, -2.371], [2.086, -3.266, -2.857], [0.045, -2.637, -5.634], [-1.113, -3.225, -4.890], [0.468, -3.242, -6.806], [2.758, -2.854, -9.291], [1.168, -3.613, -9.440], [2.439, -4.418, -8.535], [3.050, -1.232, -7.599], [2.953, 0.764, -6.301], [3.427, -0.046, -4.812], [1.931, 0.894, -4.862], [-1.726, 1.607, -2.954], [-1.807, 2.622, -5.203], [-1.070, 4.954, -5.533], [-0.241, 6.273, -3.618], [-0.067, 5.216, -1.381], [1.226, 1.789, -2.579], [2.824, 2.481, -2.305], [1.816, 2.053, -0.932], [4.455, 1.133, -0.930], [6.291, -0.169, -0.170], [6.741, -1.306, -1.440], [6.024, -1.907, 0.047], [4.524, -3.029, -1.801], [2.519, -4.134, -2.363], [2.245, -3.396, -3.927], [1.010, -3.253, -2.674], [-1.587, -2.480, -4.246], [-0.780, -4.047, -4.256], [-1.855, -3.618, -5.580], [-0.061, -4.111, -7.168]]
}



{
  "formula": "C56H62AsCdN2O6P3",
  "method": "ωB97M-V/def2-TZVPD",
  "total_energy_ha": -6159.26799,
  "orbital_gap_ev": 7.3,
  "total_charge": 2,
  "relative_energy_ev": 1.6784,
  "symbols": ["Cd", "O", "P", "C", "P", "O", "C", "C", "C", "C", "C", "C", "C", "C", "C", "C", "C", "C", "C", "C", "C", "C", "C", "C", "C", "C", "C", "C", "C", "C", "H", "H", "H", "H", "H", "H", "H", "H", "H", "H", "H", "H", "H", "H", "H", "H", "H", "H", "H", "H", "H", "H", "O", "H", "H", "O", "H", "H", "O", "H", "H", "O", "H", "H", "C", "C", "C", "C", "N", "N", "C", "H", "H", "H", "H", "H", "H", "H", "H", "C", "C", "As", "C", "C", "C", "C", "C", "C", "C", "C", "C", "C", "C", "C", "P", "C", "C", "C", "C", "C", "C", "C", "C", "C", "C", "C", "C", "H", "H", "H", "H", "H", "H", "H", "H", "H", "H", "H", "H", "H", "H", "H", "H", "H", "H", "H", "H", "H", "H", "H", "H"],
  "coordinates": [[-0.726, 0.510, 0.075], [0.083, 0.047, -1.981], [0.315, 0.854, -3.254], [0.892, 2.599, -2.987], [1.497, 3.121, -1.263], [0.780, 2.337, -0.178], [1.135, 4.876, -1.241], [2.054, 5.939, -1.349], [1.634, 7.255, -1.188], [0.308, 7.580, -0.914], [-0.668, 6.518, -0.931], [-0.259, 5.224, -1.233], [3.278, 3.104, -1.161], [4.156, 2.525, -2.087], [5.456, 2.271, -1.733], [6.014, 2.779, -0.603], [5.175, 3.451, 0.302], [3.795, 3.595, 0.040], [1.596, 0.026, -4.180], [2.572, -0.666, -3.460], [3.682, -1.225, -4.082], [3.680, -1.292, -5.456], [2.681, -0.670, -6.229], [1.617, -0.019, -5.615], [-1.188, 0.952, -4.250], [-2.036, -0.162, -4.229], [-3.235, -0.098, -4.907], [-3.647, 1.016, -5.651], [-2.765, 2.095, -5.720], [-1.597, 2.099, -4.989], [0.134, 3.291, -3.301], [1.698, 2.667, -3.748], [3.095, 5.709, -1.604], [2.433, 8.029, -1.348], [-0.006, 8.582, -0.699], [-1.724, 6.671, -0.821], [-1.079, 4.507, -1.292], [3.774, 1.989, -2.947], [6.102, 1.685, -2.402], [7.049, 2.675, -0.314], [5.495, 3.804, 1.235], [3.114, 4.089, 0.719], [2.569, -0.576, -2.409], [4.463, -1.555, -3.389], [4.481, -1.827, -5.945], [2.726, -0.824, -7.300], [0.782, 0.318, -6.220], [-1.664, -1.029, -3.639], [-3.905, -0.975, -4.867], [-4.564, 0.897, -6.267], [-2.976, 2.935, -6.350], [-0.844, 2.885, -5.097], [-2.186, 2.102, 0.745], [-3.126, 2.260, 0.473], [-1.889, 2.868, 1.291], [-0.731, 4.263, 1.674], [-0.004, 3.784, 1.206], [-0.519, 4.468, 2.620], [-3.126, 0.074, -1.097], [-3.482, -0.673, -1.645], [-3.887, 0.677, -0.891], [0.643, -2.922, -1.615], [0.205, -2.101, -1.887], [0.032, -3.617, -1.741], [-8.645, 2.860, -0.600], [-7.419, 2.357, -0.003], [-7.110, 1.953, 1.308], [-5.770, 1.548, 1.299], [-5.276, 1.682, 0.098], [-6.259, 2.202, -0.713], [-5.094, 0.939, 2.502], [-8.936, 2.273, -1.467], [-8.535, 3.886, -0.899], [-9.421, 2.719, 0.153], [-7.830, 1.846, 2.096], [-6.150, 2.323, -1.707], [-5.855, 0.452, 3.073], [-4.658, 1.765, 3.081], [-4.218, 0.290, 2.205], [0.827, -2.458, 2.071], [2.036, -1.985, 1.281], [3.869, -2.643, 1.766], [3.576, -3.404, 3.584], [3.945, -4.745, 3.840], [3.575, -5.288, 5.073], [3.037, -4.567, 6.119], [2.746, -3.279, 5.869], [2.961, -2.689, 4.642], [3.866, -4.236, 0.550], [4.930, -4.538, -0.286], [4.849, -5.617, -1.131], [3.711, -6.521, -1.060], [2.707, -6.221, -0.174], [2.836, -5.175, 0.735], [-0.654, -1.371, 1.865], [-2.046, -2.516, 1.996], [-3.129, -2.386, 1.093], [-3.987, -3.469, 0.890], [-3.825, -4.646, 1.648], [-2.798, -4.754, 2.576], [-1.906, -3.732, 2.787], [-0.609, -0.484, 3.489], [0.463, 0.372, 3.636], [0.723, 1.052, 4.835], [-0.123, 0.979, 5.908], [-1.253, 0.223, 5.710], [-1.478, -0.604, 4.577], [1.107, -2.456, 3.123], [0.612, -3.498, 1.767], [2.207, -0.895, 1.314], [1.943, -2.330, 0.300], [4.533, -5.390, 3.167], [3.809, -6.367, 5.238], [2.865, -5.058, 7.104], [2.330, -2.594, 6.600], [2.647, -1.673, 4.467], [5.736, -3.852, -0.391], [5.639, -5.780, -1.914], [3.630, -7.267, -1.824], [1.832, -6.825, -0.069], [2.048, -5.059, 1.476], [-3.213, -1.439, 0.491], [-4.800, -3.439, 0.159], [-4.529, -5.440, 1.621], [-2.810, -5.677, 3.205], [-1.086, -3.789, 3.510], [1.207, 0.481, 2.928], [1.560, 1.757, 4.835], [0.092, 1.482, 6.855], [-2.070, 0.237, 6.395], [-2.328, -1.293, 4.650]]
}